Molecular formula: C31H46BrN3OP2W
Method: DFT, the ωB97M-V functional and the def2-TZVPD basis

The geometry in XYZ format:
```
85
Properties=species:S:1:pos:R:3:lowdin_spin:R:1
H 3.0372 0.7486 -5.3393 0.000
C -1.3132 -1.5217 -3.5047 0.001
H 2.9336 -2.8855 -0.0104 0.000
H -0.7351 2.2736 -4.5346 0.000
C 1.7842 0.5157 3.8427 0.003
H -3.0957 -2.9853 1.5054 0.000
O -1.0477 2.3973 4.4934 0.002
H 0.7376 -1.5279 -2.8474 0.000
H -3.2529 0.3017 -0.8952 -0.002
H 2.0375 -4.3638 0.0199 0.000
P 2.4476 0.6583 -1.6447 0.000
C -3.3967 0.4793 1.8891 -0.006
H 3.8669 -0.8297 -0.2963 0.000
H 0.0442 -3.4935 0.4406 -0.001
W 0.1702 1.3854 -0.9899 0.851
C 0.7245 -2.6859 0.1802 -0.004
H -2.2587 -2.9295 -0.8621 -0.001
C 2.0042 -3.3405 -0.3538 0.000
C -2.0710 -2.6644 1.2799 0.000
H 0.0906 2.7214 1.7707 0.001
C -2.6562 1.0952 -0.4003 -0.028
H -1.1447 -2.0066 -4.4698 0.000
H 5.9464 -0.7089 -1.6788 0.001
H 1.7009 -0.5834 -3.5794 0.001
C 0.1568 2.3235 4.5074 0.000
H 0.5772 4.3296 -1.0996 0.002
C -1.1137 2.9668 -0.6547 -0.001
C -4.5106 -0.2033 1.3584 0.072
H -1.3441 -0.4541 -3.7107 0.001
H -3.9122 -0.4187 5.1361 0.017
H -1.8158 -1.9113 2.0367 0.000
H 2.0549 -3.4117 -1.4419 0.000
P -0.3683 -1.4394 -0.7539 -0.028
C -1.9929 -2.1312 -0.1542 -0.005
C 0.9209 1.5667 3.4799 0.000
C -3.1444 0.3885 3.2899 0.073
C -0.8183 2.3093 -3.4578 -0.013
Br 1.5533 3.7783 -4.0623 0.012
H -6.1415 -1.5086 1.7859 0.016
H 3.5824 -1.3806 -1.9616 0.000
H -2.7521 -1.3533 -0.2668 0.000
H 5.4996 0.9242 -1.1509 0.000
H 3.2103 3.3007 -2.8076 0.000
H 0.9268 -2.2072 1.1455 0.000
C -1.7845 1.6184 -2.6942 -0.012
H 2.0836 0.3331 4.8917 0.000
H 4.0277 4.0944 -1.4656 -0.001
C 5.1865 0.0750 -1.7708 0.000
C -0.2264 -1.9331 -2.5128 -0.002
C 3.3773 0.5125 -4.3248 0.002
H -2.3042 -1.8217 -3.1580 0.000
H -1.5960 3.4721 0.1299 0.003
C 2.1981 -0.2943 2.7998 -0.001
H 1.9409 -0.8676 0.7594 0.000
H -2.1836 2.1901 1.3769 0.004
H 2.1151 2.8586 -0.6195 -0.003
H 0.4562 3.4671 6.1432 0.000
C 0.5670 1.7991 2.1327 0.005
H 4.0526 1.3213 -4.0171 0.000
C -4.0465 -0.3669 4.0521 0.078
H 4.7737 2.6334 -2.2196 0.000
H 3.9427 -0.4306 -4.3763 0.000
N -5.0699 -1.0190 3.5156 0.733
C 0.1153 2.9399 -2.7063 -0.006
N 0.7967 0.8606 1.1793 0.003
C 3.0083 2.2697 -0.9356 -0.012
H 1.3782 1.1346 -3.7343 0.001
C -5.3050 -0.9668 2.2123 0.080
C -1.9260 1.9610 -1.3295 0.029
N 0.9125 2.8333 5.5339 0.000
C 3.8344 -0.5001 -1.3458 0.011
H 3.5733 2.0224 -0.0198 0.001
H -4.8485 -0.0207 0.3269 0.006
H -2.3699 1.0053 3.7576 0.006
C 3.8353 3.1068 -1.8974 -0.006
H 1.9407 2.9142 5.4927 0.000
C 2.1529 0.4020 -3.4459 0.008
H -2.5706 1.0510 -3.1676 -0.001
C 1.6262 -0.1510 1.5352 0.003
C -0.0188 3.5054 -1.4245 -0.013
H 2.9801 -1.0582 2.9550 0.000
C -2.7334 1.3633 0.9530 0.124
H -1.4378 -3.5426 1.4534 0.000
H 5.2053 0.3897 -2.8179 0.000
H -0.1067 -3.0230 -2.5269 -0.001
```

## Properties
- total energy (eV) = -129809.7726
- maximum force (eV/Å) = 6.71
- frontier orbital gap (alpha / beta) (eV) = 5.88 / 5.28
- multiplicity = 3
- <S²> = 2.183
- total charge = +4
- energy above the lowest of the compared OMol25 structures with the same formula, charge and spin (eV) = 3.4412